#P
9
Properties=species:S:1:pos:R:3:lowdin_charge:R:1 method="wB97M-V/def2-TZVPD" orbital_gap_ev=11.28 mol_weight_g_mol=77.06 homo_energy_ev=-10.49 lumo_energy_ev=0.793 smiles="CNC(=O)F"
C 0.15 0.39 -0.21 -0.07
N -1.03 -0.50 -0.17 -0.01
C -2.20 0.13 0.10 -0.63
O -2.39 1.16 0.61 0.15
F -3.22 -0.69 -0.23 0.09
H 0.99 -0.30 0.08 0.09
H 0.33 0.67 -1.31 0.10
H -0.08 1.24 0.49 0.10
H -1.22 -1.27 -0.89 0.18

---

#Q
9
Properties=species:S:1:pos:R:3:lowdin_charge:R:1 method="wB97M-V/def2-TZVPD" orbital_gap_ev=9.91 mol_weight_g_mol=77.06 homo_energy_ev=-9.36 lumo_energy_ev=0.554
C 2.18 -0.38 1.46 -0.17
C -1.78 0.14 -0.97 -0.12
N -0.67 -0.46 -0.94 0.02
O 1.51 0.54 0.93 0.06
F 3.06 0.18 2.37 -0.05
H -1.94 0.93 -0.17 0.08
H -2.73 -0.22 -1.47 0.09
H 0.72 0.35 0.41 0.04
H -0.36 -1.09 -1.65 0.05

---

Energetically preferred structure: #P | next structure: +3.266 eV

---

#P
20
Properties=species:S:1:pos:R:3:lowdin_charge:R:1 method="wB97M-V/def2-TZVPD" orbital_gap_ev=8.19 mol_weight_g_mol=181.15 homo_energy_ev=-8.32 lumo_energy_ev=-0.123
C 2.69 0.85 -0.17 -0.05
C 1.88 1.90 0.25 -0.11
C 2.07 -0.44 -0.25 -0.02
C 0.52 1.82 0.34 0.00
C 0.74 -0.53 -0.02 -0.19
C -0.11 0.57 0.23 -0.23
C -1.18 -1.81 -0.37 -0.12
N 0.10 -1.84 0.05 0.13
N -1.37 0.27 0.57 0.08
N -2.39 0.79 -0.03 -0.51
O -2.31 1.89 -0.57 0.01
O -3.49 0.22 -0.06 -0.02
O -1.90 -2.71 0.23 0.14
H 3.73 1.16 -0.44 0.12
H 2.27 2.86 0.22 0.08
H 2.57 -1.37 -0.41 0.10
H -0.03 2.75 0.56 0.13
H -1.41 -1.18 -1.14 0.14
H 0.50 -2.44 0.74 0.16
H -2.87 -2.76 0.26 0.16

---

#Q
20
Properties=species:S:1:pos:R:3:lowdin_charge:R:1 method="wB97M-V/def2-TZVPD" orbital_gap_ev=8.35 mol_weight_g_mol=181.15 homo_energy_ev=-8.14 lumo_energy_ev=0.207 smiles="O=[N+]([O-])N1c2ccccc2N[C@H]1O"
O 0.39 0.78 -2.95 0.10
N 0.26 1.53 -2.00 -0.37
O 0.10 2.75 -2.09 0.06
N 0.41 1.04 -0.75 0.10
C 0.28 -0.32 -0.34 -0.08
C 0.44 -1.49 -1.04 -0.03
C 0.11 -2.68 -0.46 -0.05
C -0.38 -2.64 0.89 -0.07
C -0.52 -1.50 1.64 -0.04
C -0.30 -0.31 0.98 -0.17
N -0.50 1.01 1.34 0.13
C -0.09 1.88 0.31 -0.37
O 0.91 2.72 0.87 0.01
H 0.76 -1.51 -1.99 0.07
H 0.36 -3.56 -0.99 0.09
H -0.68 -3.44 1.50 0.08
H -0.91 -1.47 2.68 0.12
H -0.86 1.26 2.22 0.15
H -0.89 2.45 -0.06 0.14
H 1.10 3.50 0.24 0.14

---

Energetically preferred structure: #Q | next structure: +1.603 eV